{"formula": "C2H5NO2S", "method": "the ωB97M-V functional and the def2-TZVPD basis", "homo_lumo_gap_ev": 10.644, "spin_multiplicity": 1, "relative_energy_ev": 3.4088, "largest_force_ev_per_a": 5.2, "charge": 0, "smiles": "N=S(=O)=O.C=C", "lumo_ev": 0.09, "symbols": ["C", "C", "N", "O", "O", "S", "H", "H", "H", "H", "H"], "coordinates": [[-0.4285, -0.5555, 1.2145], [0.6251, -1.2711, 0.7963], [-1.1638, 1.0768, -1.5021], [0.3071, 2.1390, 0.1760], [1.3606, 0.4065, -1.3484], [0.2752, 1.1706, -0.8661], [-1.2928, -0.3641, 0.5793], [-0.3650, -0.1189, 2.2117], [1.4909, -1.4435, 1.3199], [0.4829, -1.6169, -0.1821], [-1.2918, 0.5771, -2.3991]], "forces_ev_per_a": [[1.0, -0.2, 1.0], [-3.4, 1.2, -0.6], [2.4, 0.4, 0.8], [0.8, -0.4, -0.1], [1.0, 0.2, -0.1], [-4.8, 0.3, -1.8], [0.1, -0.2, 0.4], [-0.4, 0.1, -0.3], [1.8, -0.4, 1.2], [0.6, -1.0, -1.2], [0.9, 0.0, 0.8]]}

=====

{"formula": "C9H13O5PSc", "method": "the ωB97M-V functional and the def2-TZVPD basis", "homo_lumo_gap_ev": 7.017, "spin_multiplicity": 1, "largest_force_ev_per_a": 8.2, "charge": 3, "lumo_ev": -14.95, "symbols": ["Sc", "C", "O", "C", "O", "C", "O", "C", "O", "C", "H", "H", "C", "H", "H", "C", "P", "C", "C", "O", "H", "H", "H", "H", "H", "H", "H", "H", "H"], "coordinates": [[0.3108, 0.6353, -0.9550], [0.1948, 2.0831, 0.8237], [0.0746, 2.9847, 1.5342], [0.1595, 2.7400, -2.0613], [-0.0008, 3.8826, -2.3408], [-1.6110, 1.8246, -0.3102], [-2.3458, 2.6518, 0.0403], [2.1808, 2.1213, -0.3970], [2.8357, 3.0380, -0.1526], [0.1107, 0.1187, -2.9848], [1.0233, -0.4703, -3.2514], [-0.8095, -0.4591, -3.2205], [0.1098, 1.5675, -3.3605], [-0.8111, 1.9293, -3.8983], [1.0107, 1.9294, -3.9318], [0.4347, -0.5682, 2.6374], [-0.1594, -1.7512, 1.4325], [0.9203, -3.1614, 1.3127], [-1.8950, -2.1040, 1.5951], [-0.0575, -1.1052, 0.0323], [-0.2969, 0.2410, 2.7814], [1.3755, -0.0972, 2.2802], [0.5997, -1.0441, 3.6168], [0.8097, -3.7833, 2.2102], [0.6775, -3.8053, 0.4751], [1.9699, -2.8586, 1.2282], [-2.4798, -1.1730, 1.5302], [-2.2292, -2.7612, 0.7769], [-2.1022, -2.6051, 2.5568]], "forces_ev_per_a": [[0.2, -2.9, 2.8], [-0.1, 4.8, 4.5], [0.7, -3.7, -2.5], [-1.2, 7.8, -2.5], [1.0, -6.0, 2.3], [-5.4, 3.7, 0.7], [3.1, -4.0, -1.7], [4.0, 3.6, 0.4], [-2.6, -3.8, -0.9], [-0.2, 2.1, -3.7], [-0.2, 0.5, 0.6], [0.2, 0.5, 0.6], [0.0, -4.0, -2.5], [0.4, -0.2, 1.1], [-0.4, -0.1, 1.1], [0.1, 0.4, 0.2], [0.0, -1.2, 0.3], [0.0, -0.4, 1.0], [-0.3, -0.4, 0.6], [0.7, 3.6, -2.5], [0.0, -0.3, 0.1], [-0.3, -0.6, 0.3], [0.1, 0.2, -0.3], [0.1, 0.1, 0.0], [-0.3, 0.1, -0.3], [-0.2, 0.1, 0.1], [0.3, -0.2, 0.2], [0.3, 0.1, 0.3], [-0.1, 0.2, -0.3]]}

=====

{"formula": "C6H7NO6S", "method": "the ωB97M-V functional and the def2-TZVPD basis", "homo_lumo_gap_ev": 8.825, "spin_multiplicity": 1, "relative_energy_ev": 0.0000, "largest_force_ev_per_a": 5.9, "charge": 0, "smiles": "COC(=O)C1=C(OC)C(=O)NS1(=O)=O", "lumo_ev": -1.19, "symbols": ["C", "C", "C", "C", "C", "C", "N", "O", "O", "O", "O", "O", "O", "S", "H", "H", "H", "H", "H", "H", "H"], "coordinates": [[1.0828, 1.2741, 0.0635], [0.1744, 0.0808, 0.3098], [2.5981, 0.8693, 0.0407], [-1.1963, -0.2522, 0.0603], [-0.6176, 2.9561, -0.3217], [-2.4337, -2.3405, 0.0123], [2.6504, -0.4795, 0.2008], [3.5108, 1.6352, -0.0334], [-2.1139, 0.4333, -0.2957], [1.2064, -2.2153, -0.8263], [1.3130, -2.1397, 1.6030], [0.7365, 2.5278, -0.0941], [-1.2715, -1.6162, 0.2939], [1.2360, -1.4322, 0.3336], [-1.3045, 2.5060, 0.2992], [-0.8758, 2.6208, -1.3043], [-0.5383, 3.9694, -0.1841], [-2.4435, -2.9990, 0.8443], [-2.1109, -2.9056, -0.8125], [-3.1927, -1.6509, -0.1984], [3.5902, -0.8417, 0.0091]], "forces_ev_per_a": [[-3.7, -3.2, 0.7], [5.2, 2.6, -1.1], [-2.0, 0.2, 0.8], [-0.8, -1.6, 0.3], [1.3, -1.5, -1.2], [1.6, -0.2, 0.2], [1.1, 0.4, -0.3], [0.2, 0.2, -0.3], [-0.3, 0.0, 0.0], [-0.5, -1.0, -2.0], [-0.4, 1.3, -1.3], [1.5, -1.5, 0.3], [1.4, 2.8, 0.4], [0.9, 1.2, 3.1], [-1.2, -0.9, 1.8], [-0.2, 0.3, -0.8], [-0.2, 2.4, 0.0], [-1.3, -0.6, 0.8], [-0.5, -1.0, -1.5], [-1.7, 0.4, 0.0], [-0.7, -0.5, 0.3]]}